Below is 14 unconnected molecules or ions with the total composition C77H180F15N9O24S5 at a distorted geometry, with properties calculated with wB97M-V/def2-TZVPD.

Results
**Energy relative to the best compared isomer or geometry (same formula, charge and spin)**: 4.4666 eV
**LUMO**: -0.203 Eh
**HOMO energy**: -14.64 eV
**Total energy**: -240215.750 eV
**HOMO-LUMO gap**: 9.13 eV

```
! RIJCOSX wB97M-V def2-TZVPD def2/J DEFGRID3
* xyz 4 1
C -25.568 22.380 2.167
C -24.194 22.808 1.549
N -23.942 24.329 1.587
C -23.880 24.845 3.060
C -22.597 24.672 0.889
C -21.481 23.727 1.472
C -25.176 24.959 0.892
C -25.051 26.486 0.543
O -24.087 26.716 -0.461
C -24.660 27.111 -1.700
H -25.495 21.293 2.188
H -26.386 22.649 1.498
H -25.822 22.656 3.191
H -24.121 22.529 0.497
H -23.462 22.202 2.084
H -24.855 24.671 3.517
H -23.599 25.897 3.098
H -23.112 24.245 3.547
H -22.172 25.627 1.198
H -22.655 24.490 -0.184
H -21.102 23.797 2.492
H -20.619 23.965 0.849
H -21.553 22.652 1.306
H -25.972 24.952 1.636
H -25.479 24.282 0.094
H -24.679 27.051 1.398
H -26.022 26.951 0.373
H -25.432 26.523 -2.198
H -23.791 27.324 -2.323
H -25.170 28.064 -1.554
C -31.516 19.867 11.545
C -31.222 20.466 10.092
N -30.124 19.698 9.243
C -30.494 18.195 8.977
C -30.008 20.383 7.863
C -31.312 20.358 6.993
C -28.783 19.730 10.016
C -27.560 19.148 9.227
O -27.047 19.924 8.135
C -26.391 19.188 7.070
H -32.311 20.337 12.123
H -30.718 20.035 12.268
H -31.834 18.825 11.568
H -30.694 21.417 10.166
H -32.131 20.631 9.514
H -31.539 18.108 8.682
H -30.420 17.607 9.891
H -29.912 17.692 8.205
H -29.157 19.946 7.341
H -29.735 21.397 8.156
H -32.238 20.774 7.390
H -31.446 19.313 6.712
H -31.152 20.882 6.051
H -28.912 19.167 10.941
H -28.525 20.777 10.172
H -27.880 18.115 9.087
H -26.751 19.122 9.957
H -25.953 19.901 6.371
H -27.017 18.500 6.503
H -25.595 18.560 7.471
C -26.845 26.087 9.817
C -27.030 25.742 8.307
N -27.665 24.427 7.902
C -29.175 24.522 8.300
C -27.664 24.377 6.347
C -28.284 22.958 5.858
C -26.983 23.182 8.641
C -25.546 22.946 8.150
O -24.590 23.960 8.356
C -23.378 23.741 7.623
H -26.125 25.469 10.354
H -27.737 26.101 10.444
H -26.548 27.135 9.861
H -26.044 25.676 7.847
H -27.501 26.564 7.767
H -29.259 24.431 9.383
H -29.680 23.713 7.772
H -29.579 25.443 7.881
H -26.622 24.532 6.071
H -28.262 25.237 6.046
H -29.247 23.140 5.381
H -28.444 22.151 6.573
H -27.527 22.515 5.211
H -27.615 22.320 8.428
H -27.195 23.324 9.701
H -25.616 22.702 7.090
H -25.134 22.017 8.543
H -22.822 22.896 8.028
H -22.726 24.603 7.766
H -23.698 23.713 6.581
C -24.665 13.266 0.173
C -24.048 14.490 0.810
N -24.654 14.746 2.255
C -26.153 15.213 2.206
C -24.642 13.431 3.091
C -23.210 12.806 3.206
C -23.777 15.808 3.015
C -23.938 17.255 2.624
O -23.896 17.485 1.213
C -24.071 18.862 0.928
H -24.348 13.135 -0.862
H -25.747 13.291 0.296
H -24.347 12.323 0.619
H -24.144 15.355 0.153
H -23.020 14.258 1.088
H -26.494 15.373 3.229
H -26.688 14.308 1.915
H -26.267 16.124 1.619
H -25.407 12.735 2.747
H -24.903 13.643 4.128
H -23.313 11.934 3.852
H -22.579 13.384 3.880
H -22.811 12.455 2.255
H -22.728 15.527 2.919
H -24.014 15.793 4.078
H -23.092 17.832 2.995
H -24.757 17.726 3.167
H -23.438 19.085 0.068
H -23.795 19.515 1.756
H -25.053 19.109 0.524
C -25.730 24.163 -4.691
C -26.671 22.930 -4.436
N -28.028 23.341 -3.739
C -27.716 23.906 -2.302
C -28.700 24.458 -4.558
C -30.168 24.817 -4.098
C -28.964 22.079 -3.757
C -28.266 20.840 -3.152
O -27.697 21.210 -1.906
C -26.657 20.367 -1.480
H -26.138 24.789 -5.485
H -24.761 23.762 -4.989
H -25.557 24.744 -3.785
H -26.101 22.367 -3.697
H -26.836 22.272 -5.289
H -27.378 24.940 -2.374
H -26.931 23.405 -1.735
H -28.609 23.896 -1.676
H -28.798 23.925 -5.504
H -27.972 25.269 -4.528
H -30.425 25.816 -4.452
H -30.377 24.763 -3.030
H -30.879 24.106 -4.517
H -29.260 21.967 -4.800
H -29.831 22.324 -3.145
H -27.501 20.378 -3.776
H -29.076 20.133 -2.972
H -25.849 20.251 -2.202
H -26.945 19.360 -1.179
H -26.131 20.729 -0.596
C -27.419 26.867 -8.593
C -27.021 28.233 -9.064
N -27.550 29.479 -8.196
C -26.852 30.816 -8.683
C -29.129 29.587 -8.372
C -29.852 30.826 -7.707
C -27.239 29.180 -6.718
C -25.702 28.875 -6.405
O -24.930 30.102 -6.451
C -23.552 29.821 -6.507
H -26.842 26.589 -7.711
H -27.189 26.083 -9.314
H -28.466 26.751 -8.314
H -27.252 28.260 -10.129
H -25.941 28.378 -9.095
H -27.229 30.849 -9.706
H -25.769 30.702 -8.647
H -27.155 31.685 -8.099
H -29.699 28.698 -8.103
H -29.339 29.697 -9.436
H -30.598 31.205 -8.405
H -29.262 31.732 -7.568
H -30.414 30.511 -6.827
H -27.903 28.363 -6.437
H -27.580 30.104 -6.249
H -25.457 28.027 -7.044
H -25.718 28.519 -5.375
H -23.212 29.244 -7.367
H -23.267 29.222 -5.641
H -23.071 30.781 -6.319
C -29.971 31.153 1.967
C -28.473 31.586 2.116
N -28.130 32.983 1.405
C -27.907 32.767 -0.130
C -29.261 34.050 1.676
C -28.824 35.499 1.405
C -26.819 33.543 2.059
C -25.719 32.447 2.383
O -25.318 31.738 1.200
C -24.332 30.753 1.444
H -30.776 31.836 2.240
H -30.115 30.246 2.553
H -30.213 31.036 0.911
H -27.790 30.842 1.706
H -28.335 31.777 3.180
H -27.158 31.983 -0.243
H -27.428 33.632 -0.589
H -28.897 32.424 -0.430
H -29.440 33.846 2.732
H -30.143 33.870 1.061
H -28.242 35.850 2.257
H -29.728 36.105 1.336
H -28.324 35.749 0.470
H -27.050 34.007 3.018
H -26.502 34.387 1.448
H -26.134 31.807 3.161
H -24.876 32.937 2.871
H -23.954 30.383 0.491
H -24.665 29.778 1.798
H -23.469 30.956 2.077
C -31.476 25.608 4.379
C -31.875 25.810 2.916
N -31.030 25.110 1.851
C -31.776 25.376 0.528
C -29.594 25.656 1.776
C -29.460 27.028 1.102
C -31.014 23.563 1.971
C -32.275 22.741 1.572
O -33.445 22.874 2.442
C -33.445 22.281 3.708
H -32.145 26.039 5.124
H -30.488 26.053 4.501
H -31.460 24.537 4.580
H -31.902 26.861 2.629
H -32.925 25.611 2.702
H -32.790 24.984 0.610
H -31.186 24.961 -0.289
H -31.912 26.457 0.508
H -28.930 24.960 1.263
H -29.181 25.652 2.784
H -30.217 27.697 1.511
H -29.655 26.957 0.032
H -28.501 27.497 1.327
H -30.569 23.392 2.950
H -30.182 23.330 1.306
H -31.880 21.730 1.671
H -32.543 22.893 0.527
H -34.412 22.439 4.186
H -32.583 22.765 4.168
H -33.237 21.220 3.573
C -20.573 18.622 1.304
C -20.559 17.353 0.407
N -20.087 17.607 -1.111
C -19.849 16.146 -1.571
C -21.289 18.256 -1.851
C -21.242 18.072 -3.380
C -18.790 18.476 -1.249
C -17.500 17.848 -0.563
O -17.137 16.587 -1.119
C -15.961 16.033 -0.618
H -19.555 18.987 1.437
H -20.901 18.443 2.328
H -21.164 19.466 0.948
H -21.565 16.942 0.321
H -19.947 16.546 0.810
H -19.206 15.711 -0.805
H -19.310 16.166 -2.518
H -20.774 15.577 -1.661
H -21.337 19.325 -1.644
H -22.201 17.838 -1.427
H -20.540 18.738 -3.881
H -22.162 18.377 -3.879
H -21.082 17.047 -3.713
H -19.174 19.385 -0.786
H -18.645 18.590 -2.323
H -17.835 17.605 0.446
H -16.652 18.528 -0.647
H -15.152 16.405 -1.246
H -15.910 14.944 -0.638
H -15.689 16.320 0.398
C -27.828 29.718 -2.233
F -27.431 29.154 -1.078
F -28.807 30.600 -1.955
F -26.790 30.311 -2.876
S -28.544 28.383 -3.420
O -29.150 29.107 -4.549
O -27.384 27.520 -3.755
O -29.555 27.647 -2.608
C -21.017 21.115 4.557
F -21.007 21.176 3.200
F -20.370 20.022 4.915
F -20.484 22.202 5.054
S -22.893 20.948 5.074
O -23.284 19.623 4.601
O -22.833 21.062 6.546
O -23.600 22.080 4.490
C -21.724 22.524 -3.346
F -21.311 21.382 -3.879
F -20.745 22.912 -2.504
F -21.884 23.453 -4.306
S -23.318 22.071 -2.418
O -22.818 21.437 -1.158
O -24.117 23.288 -2.225
O -24.032 21.166 -3.351
C -28.168 19.222 2.250
F -28.284 17.990 2.757
F -26.861 19.601 2.175
F -28.709 19.286 1.006
S -29.165 20.479 3.369
O -28.682 20.174 4.718
O -28.704 21.776 2.924
O -30.613 20.213 3.208
C -25.595 28.443 5.041
F -24.533 27.510 5.050
F -25.985 28.556 6.341
F -25.209 29.634 4.515
S -27.187 27.777 4.145
O -26.790 26.661 3.273
O -28.085 27.308 5.176
O -27.749 28.952 3.428
*
```